Record 1
The following is a DFT calculation (the ωB97M-V functional and the def2-TZVPD basis) of a 8-piece molecular cluster, C43H62BFN10O2 overall in a non-equilibrium geometry.

```
119
Properties=species:S:1:pos:R:3:forces:R:3:lowdin_charge:R:1
C 5.953 -7.061 -0.494 0.1916 -0.2236 -0.2634 -0.200
H -6.804 0.886 0.716 0.0696 -0.1654 0.0551 0.077
H -1.582 0.180 1.024 2.0175 -1.0519 0.6579 0.093
H 6.088 -7.948 -1.125 -0.1799 0.0627 0.1980 0.118
C -0.676 -0.394 1.501 1.2234 0.0881 0.3985 -0.175
N -8.812 -2.845 -2.008 0.9894 -1.0995 -0.3906 0.153
C -4.068 -2.082 0.287 1.0643 -0.1484 0.6325 -0.184
H 6.963 5.215 3.352 0.0535 -0.1326 -0.1598 0.114
H -6.058 -2.768 0.135 0.1916 0.0525 0.0641 0.119
C -4.433 4.656 -5.186 0.1919 -0.0769 -1.2408 -0.233
H 3.430 4.017 -1.693 -0.2888 -0.4258 -1.2329 0.058
C -2.221 0.327 -4.559 0.0544 -0.3663 -0.1160 -0.186
H -5.240 -2.503 -1.402 0.1399 -0.0235 0.1933 0.107
H -2.225 -2.065 8.719 0.0957 0.1817 -0.0914 0.120
H -0.214 -0.302 -4.989 -0.2129 -0.0009 0.1041 0.112
C 4.699 -0.617 1.261 1.3069 0.8173 -0.8133 -0.027
H -0.188 2.202 -4.990 -0.0088 -0.0238 0.1003 0.081
H 6.848 -5.210 1.471 -0.0079 0.0191 -0.1167 0.058
H -0.258 -2.797 6.475 -0.1024 0.0125 0.1870 0.114
N -3.041 -2.071 0.829 -1.6283 -0.1697 -0.7535 0.165
H -6.446 -4.942 -1.941 -0.2463 0.0692 0.0252 0.112
N 1.996 1.669 -1.009 -1.2988 -4.2145 4.3356 0.055
C -7.645 -4.646 -5.191 -0.0193 0.0687 -0.1391 -0.111
H -2.354 0.878 -5.496 -0.1074 0.0604 0.2153 0.125
H 5.191 -4.140 3.501 -0.8122 3.2700 -0.8449 0.067
H 8.211 -4.604 0.524 -0.1879 -0.0164 0.0080 0.077
H -0.529 2.201 -3.248 0.0269 -0.0116 -0.0828 0.063
C -5.370 -2.096 -0.391 -0.1196 0.0134 -0.3324 -0.197
H 6.556 -4.363 -0.061 0.0601 -0.0317 0.1115 0.078
H -2.591 -0.690 -4.733 -0.1284 0.2287 0.0942 0.119
C -0.736 0.255 -4.202 0.4689 0.0886 0.1340 -0.264
C 4.799 -1.773 2.467 1.1037 -8.0312 1.8745 -0.057
C 4.687 1.542 -1.145 2.2669 -1.7502 1.8414 0.061
C 6.793 3.959 1.594 0.1950 -0.1929 0.2309 -0.198
H -1.296 -3.927 7.341 0.0890 0.1916 0.0657 0.109
C -5.374 5.796 -3.182 -0.1878 0.4022 0.1003 -0.270
F 7.472 1.409 -1.145 -4.3487 -1.2572 1.6479 -0.051
O 7.391 -0.641 1.143 -2.5096 1.9977 0.0416 -0.072
C 4.943 -3.042 3.105 -0.5432 8.4019 -5.0740 0.060
B 4.755 2.623 -2.426 0.6794 0.2504 -1.5939 -0.435
C -2.347 -2.636 5.996 -0.0257 -0.0482 -0.1289 -0.114
C -4.448 4.705 -3.719 -0.2678 -0.2381 0.2620 -0.210
N 3.713 3.715 -2.655 1.0898 -1.9914 1.3058 0.090
H -2.282 -1.632 5.565 -0.0369 -0.0583 0.0822 0.049
H -7.027 -0.732 1.405 0.0587 0.0749 -0.0219 0.078
N 4.870 -7.790 1.788 0.6946 0.4457 -1.3061 0.135
H -0.982 -1.068 3.685 0.5065 2.4024 -1.1096 0.105
H 7.997 -7.056 0.226 -0.1681 0.0013 -0.1419 0.113
H 0.211 4.994 4.091 -0.6090 -3.1301 -0.9533 0.045
H 5.273 -6.391 -1.031 -0.0192 -0.0885 0.2135 0.121
C -0.741 2.641 3.653 3.8164 8.0627 0.8633 -0.089
C -0.649 -0.066 3.129 0.1566 -0.4154 0.0136 -0.206
C 3.219 -0.027 0.756 1.3943 -0.2738 -0.0461 -0.094
C -5.985 -0.701 -0.499 -0.2078 0.5134 -0.0248 -0.264
C 6.149 0.991 -0.611 -3.4278 -1.1494 1.3132 -0.006
H -0.302 1.550 -0.715 2.5122 -0.7897 0.7877 0.115
N -0.876 0.555 7.542 -0.2316 -1.4924 0.3088 0.146
C -1.265 -1.960 8.201 0.2599 -0.2471 0.1491 -0.198
H -1.956 1.006 4.682 0.8016 0.6426 -2.4584 0.104
H -8.223 -5.575 -5.204 0.0399 0.1027 -0.0111 0.078
N -4.418 4.623 -6.346 -0.0498 0.0299 1.4973 0.132
H -2.293 -3.355 5.173 -0.0531 0.1282 0.0985 0.077
C -4.918 7.203 -3.548 -0.0730 0.1418 -0.0145 -0.115
H -4.921 7.357 -4.631 0.0423 -0.0352 0.0909 0.072
H 7.703 7.275 2.187 -0.0769 -0.0950 -0.1220 0.073
H -0.487 -2.269 8.911 -0.1205 0.2357 -0.0608 0.119
N 2.012 -0.584 1.458 -0.9211 5.2723 -5.4995 0.108
H -6.396 5.642 -3.552 0.1825 -0.0953 0.0570 0.113
C 6.130 -0.103 0.610 -2.2851 0.3671 0.5258 -0.101
N -3.651 1.446 -2.657 0.8418 -0.6657 -1.0104 0.155
H -8.341 -3.807 -5.094 0.0396 -0.1011 0.0197 0.075
H -6.046 -3.723 -4.090 -0.0607 -0.1425 0.1161 0.108
H 7.050 3.035 2.125 -0.2121 0.0582 -0.1602 0.114
C 0.797 0.073 0.863 0.9574 -0.3259 -0.3006 -0.122
C -3.021 0.949 -3.495 -0.7666 0.5926 0.7531 -0.202
C 5.349 -7.472 0.780 -0.7025 -0.3154 1.0646 -0.231
C 7.399 5.143 2.348 0.1474 0.4015 0.1619 -0.268
C -1.591 1.205 3.563 0.8152 0.5914 1.0535 -0.202
C -8.119 -3.728 -2.304 -0.8713 0.8554 0.4130 -0.229
H -0.598 -0.304 -3.269 -0.1021 0.0080 -0.1563 0.109
C -1.221 -2.891 6.990 -0.0542 -0.2221 -0.3879 -0.267
H 2.902 3.224 -3.108 0.8193 0.9025 0.6465 0.064
H -5.414 5.717 -2.090 0.0241 -0.1498 -0.1812 0.110
C -7.248 -4.849 -2.683 0.3468 -0.0741 0.0926 -0.199
C -0.066 3.887 3.775 -5.5142 -8.3736 -0.2898 0.027
H 6.075 1.552 -3.611 -0.1432 2.0873 0.6652 0.108
H 8.473 4.963 2.478 -0.1844 -0.1239 -0.0102 0.110
C -6.621 -4.656 -4.063 0.0933 0.0200 -0.4487 -0.272
N 4.177 4.136 1.394 1.4968 -0.0636 0.0931 0.159
C 7.310 -6.384 -0.303 0.3614 0.2764 0.1213 -0.271
C 3.251 1.056 -0.457 0.2834 -0.3925 0.6521 -0.100
H -5.913 -5.473 -4.243 -0.0698 0.1251 0.1826 0.111
H -4.788 3.735 -3.334 0.1924 0.0826 -0.2156 0.088
H 0.444 0.169 3.482 -2.1213 -0.5533 -0.7562 0.110
H 7.658 6.438 0.625 -0.0622 0.0221 0.0848 0.078
H -5.303 -0.027 -1.033 -0.0556 -0.2022 0.0260 0.084
H 7.238 3.885 0.595 -0.2117 -0.0010 0.0391 0.119
H -2.536 1.323 2.878 1.9860 -0.0476 1.2642 0.105
H -3.432 4.858 -3.340 -0.0775 -0.0329 -0.1998 0.121
H 6.157 6.731 1.526 0.0923 -0.0548 -0.0285 0.074
C 7.215 6.471 1.626 -0.0081 0.1438 0.0226 -0.112
H 7.748 -6.191 -1.289 -0.1303 -0.1557 0.0946 0.109
H -5.438 0.055 1.468 -0.0630 -0.0393 -0.0202 0.065
C 5.332 4.056 1.485 -1.2634 -0.0199 -0.2629 -0.224
C -1.044 -0.555 7.834 0.0795 1.2856 -0.2052 -0.224
C 7.221 -5.065 0.453 0.0897 0.0840 0.0378 -0.113
H -0.861 -1.559 1.320 0.6810 2.8441 0.3804 0.089
H 0.983 1.514 -3.852 -0.1764 0.0528 0.0125 0.060
H -7.139 -4.548 -6.157 -0.1216 -0.0305 0.1325 0.075
H -3.907 7.397 -3.175 -0.0908 0.0009 -0.0522 0.077
H -6.902 -0.767 -1.096 0.2039 -0.1512 0.0301 0.097
H 7.596 -0.249 2.057 -0.8582 -0.7238 -1.8997 0.134
C -6.331 -0.092 0.854 -0.0167 0.0827 0.0568 -0.104
C 0.747 1.155 -0.350 4.2615 -0.8290 0.7219 0.000
H -7.814 -5.787 -2.657 -0.0612 0.2158 0.0420 0.123
H -5.591 7.944 -3.105 0.1379 -0.0706 -0.0756 0.072
H -3.325 -2.742 6.476 0.0710 0.0316 -0.0645 0.078
C -0.085 1.625 -4.066 0.1275 0.0542 -0.0038 -0.114
O 5.852 2.527 -3.449 -2.6732 -2.0923 2.0079 0.011
```
Positions in Å, forces in eV/Å.

Calculated values
- SMILES: C#CCCCc1cnc2c(B(N)O)c(F)c(O)c(C#C)c2n1.CCCC#N.CCCC#N.CCCC#N.CCCC#N.CCCC#N.CCCC#N.CCCC#N
- HOMO level: -8.380 eV
- E_tot: -67965.7057 eV

=====

Record 2
The following is a DFT calculation (the ωB97M-V functional and the def2-TZVPD basis) of C43H62Br2GeN8O4PScSe as an isolated structure.

```
123
Properties=species:S:1:pos:R:3:forces:R:3:lowdin_charge:R:1
H -1.407 -6.298 2.128 -0.0039 0.0010 0.0150 0.124
C 1.003 -4.209 -0.647 0.0037 0.0118 0.0644 -0.177
H 3.906 3.025 -1.606 -0.0020 -0.0017 0.0094 0.113
H 1.702 0.086 2.452 -0.0501 -0.0002 -0.0053 0.103
H 5.254 -1.528 0.738 0.0166 -0.0095 0.0048 0.101
C -4.766 -1.149 -0.809 0.0114 -0.0011 0.0298 0.005
H -7.176 -1.850 -1.637 0.0022 -0.0009 -0.0010 0.084
H -2.064 7.761 -2.404 0.0005 -0.0082 0.0028 0.019
H 1.303 -5.775 -2.061 0.0023 0.0076 -0.0048 0.121
H -3.299 3.102 3.806 0.0011 0.0131 -0.0066 0.107
H 2.325 -1.397 -0.937 -0.0237 0.0776 -0.0595 0.108
C 0.510 5.702 -1.562 0.0176 -0.0263 0.0099 -0.201
N -1.860 2.853 0.777 -0.2139 0.0125 0.2479 0.026
C 3.674 0.109 3.275 0.0044 0.0058 0.0313 -0.161
Sc -0.817 1.200 -0.418 0.5091 0.4924 -0.2908 0.915
H -2.722 4.614 -2.413 -0.0142 -0.0040 -0.0219 0.006
H 2.021 -2.932 -2.802 -0.0233 0.0248 -0.0060 0.108
C -2.720 5.056 1.128 -0.0083 0.0260 -0.0135 -0.056
H -7.168 -0.642 -2.927 -0.0009 0.0018 0.0010 0.097
H -2.128 1.982 -5.137 -0.0150 0.0089 -0.0029 0.041
H -2.855 6.060 0.753 -0.0049 0.0007 0.0079 0.120
H -0.036 6.031 -0.677 0.0072 -0.0007 0.0104 0.019
H 4.087 -2.649 3.292 0.0241 -0.0050 -0.0121 0.117
H -3.768 2.475 -1.282 0.0036 -0.0092 -0.0376 0.096
H 5.441 0.699 2.174 0.0042 -0.0156 -0.0043 0.120
C 3.934 -2.380 2.244 -0.0289 -0.0026 0.0135 -0.187
H 0.324 -4.689 0.052 0.0016 0.0124 -0.0063 0.084
C -0.724 -0.823 2.064 -0.2007 0.0487 0.0630 -0.313
O 2.735 3.517 0.858 0.0117 -0.0354 0.0057 0.168
C -1.872 -0.576 4.126 -0.0205 0.0558 -0.0014 -0.642
H -5.988 1.733 -2.051 -0.0037 -0.0044 0.0014 0.129
H 3.374 -5.076 -2.900 -0.0010 0.0081 0.0003 0.117
C -2.309 1.672 -4.111 -0.0320 -0.0686 0.0474 -0.318
C -2.288 2.498 1.997 0.0339 -0.0691 0.1050 -0.178
H 5.928 -1.620 2.348 -0.0123 0.0116 0.0218 0.123
C 2.180 0.752 -3.438 0.0305 -0.0857 -0.0124 -0.001
H -2.119 7.620 -4.165 0.0050 -0.0030 -0.0024 0.028
C 1.125 0.468 -2.498 0.0904 -0.0434 0.1050 -0.302
Br -4.097 5.897 3.462 -0.0082 0.0151 0.0077 0.863
H 4.180 -0.344 4.131 0.0022 -0.0119 -0.0072 0.122
H 3.508 3.628 0.286 -0.0072 0.0083 0.0055 0.120
C -5.694 -0.307 -1.414 -0.0177 0.0008 -0.0075 -0.239
H 2.277 -3.661 3.963 -0.0050 -0.0264 -0.0103 0.105
C -0.603 -4.323 2.392 0.0646 -0.0615 0.0041 -0.202
H -1.085 -3.935 1.495 -0.0017 -0.0290 -0.0173 0.111
C 2.100 2.054 -1.004 0.0430 0.0163 0.0845 -0.261
H 2.349 -5.028 2.844 -0.0143 -0.0186 0.0059 0.130
C 1.675 -4.400 3.435 0.0110 0.0402 -0.0209 -0.169
N 0.046 -1.572 1.168 0.2201 0.0939 -0.0848 0.041
C -3.188 4.679 2.375 0.0242 -0.0467 -0.0130 -0.658
N -3.180 0.629 -0.580 0.1476 -0.0424 -0.2884 -0.003
C -2.961 3.385 2.823 -0.0212 0.0429 -0.0407 -0.026
C -5.315 1.022 -1.589 0.0008 0.0201 0.0130 -0.001
C 0.579 5.526 -4.747 -0.0125 -0.0052 -0.0258 -0.206
H -2.805 -1.304 0.035 0.0156 0.0054 -0.0294 0.104
H -1.239 -4.038 3.237 -0.0311 -0.0894 -0.0415 0.113
N -1.162 0.375 1.654 0.0803 -0.3183 0.0153 0.095
C -0.451 -5.836 2.374 0.0026 -0.0211 -0.0194 -0.164
C 1.898 -5.248 -1.314 -0.0142 -0.0263 0.0025 -0.152
H -3.347 1.838 -3.836 -0.0018 -0.0035 0.0104 0.024
Se -1.122 2.693 -2.960 0.1078 0.0288 -0.1150 0.980
H 3.736 -2.628 -2.668 -0.0003 -0.0156 -0.0103 0.126
H -0.738 8.389 -3.384 0.0052 -0.0056 0.0050 0.029
H 0.388 -3.684 -1.385 -0.0012 -0.0232 -0.0051 0.123
H -2.051 0.622 -3.997 0.0090 0.0028 -0.0040 0.021
C 0.903 -5.249 4.431 0.0131 -0.0002 0.0231 -0.166
C -1.050 -1.328 3.320 0.0345 0.0247 0.1206 -0.058
P 1.329 -2.598 1.485 -0.1159 0.0418 0.0827 0.763
H 0.246 -6.116 1.580 -0.0101 -0.0037 0.0034 0.103
C 3.125 2.314 -1.846 -0.0229 -0.0311 -0.0268 0.002
H 0.264 -4.593 5.029 -0.0162 0.0039 -0.0047 0.116
H 4.020 0.424 1.182 -0.0289 0.0271 -0.0286 0.104
H -1.673 4.359 -0.602 0.0155 0.0115 -0.0059 0.061
N 1.084 1.182 -1.271 -0.2458 0.0403 -0.0653 -0.065
C -1.463 7.580 -3.295 -0.0056 0.0212 0.0089 -0.208
O 0.830 2.420 0.914 -0.1576 0.0025 -0.0479 0.028
C 3.150 1.636 -3.130 0.0076 0.0294 0.0462 -0.058
H -0.893 -1.775 -3.416 -0.0007 0.0216 -0.0235 0.116
H -0.675 -2.286 3.642 -0.0265 0.2492 0.0238 0.077
C 1.865 2.684 0.310 0.0706 -0.0336 -0.0229 -0.456
H -2.977 1.239 4.357 0.0073 0.0079 -0.0151 0.108
C 2.354 -0.606 2.986 -0.0359 0.0157 -0.0312 -0.163
C -1.940 1.122 2.468 0.0125 -0.0047 0.0236 -0.162
H 3.692 -2.342 -0.336 0.0197 0.0332 -0.0028 0.089
C 4.574 0.051 2.049 0.0029 0.0396 -0.0116 -0.176
H -4.996 -2.192 -0.641 -0.0054 0.0003 -0.0033 0.121
H 0.840 4.669 -1.414 -0.0239 -0.0025 -0.0047 -0.002
C 0.069 -6.331 3.733 -0.0027 -0.0061 0.0045 -0.168
H 3.946 1.853 -3.828 -0.0077 -0.0080 -0.0071 0.108
N 0.723 -3.678 2.546 0.0126 -0.2190 -0.0886 -0.189
H -0.003 -1.284 0.183 -0.0502 0.1133 -0.0017 0.083
C 5.016 -1.393 1.793 0.0080 -0.0118 -0.0290 -0.159
H 0.667 -7.231 3.589 0.0044 0.0052 -0.0047 0.117
C -1.951 4.448 -3.167 -0.0720 -0.0223 0.0431 -0.561
H -7.829 -0.233 -1.352 -0.0018 -0.0005 -0.0038 0.097
H 0.942 4.498 -4.747 0.0027 0.0022 0.0107 0.009
H 1.612 -5.696 5.127 -0.0045 -0.0030 -0.0015 0.125
H -2.449 4.427 -4.138 0.0551 0.0100 -0.0290 0.032
C 2.891 -3.100 -2.164 0.0037 0.0657 -0.0297 -0.168
H 1.405 6.320 -1.642 -0.0097 0.0122 -0.0253 0.035
H 1.861 -0.903 3.919 -0.0042 0.0091 0.0032 0.122
H 1.439 6.195 -4.729 -0.0042 0.0039 -0.0044 0.029
O -0.744 -0.510 -1.550 -0.0541 -0.2165 -0.0002 -0.209
H 3.446 1.137 3.556 -0.0026 -0.0016 0.0069 0.122
C -7.040 -0.793 -1.855 -0.0014 -0.0045 -0.0010 -0.024
C -4.071 1.440 -1.166 -0.0284 0.0531 0.1925 -0.135
C -2.063 4.105 0.372 -0.0052 -0.0244 0.0032 -0.103
C 2.720 -2.408 -0.818 -0.0512 -0.0411 0.0584 -0.148
Ge -0.553 5.862 -3.202 0.0108 0.0334 0.0325 0.749
Br -2.371 -1.231 5.806 0.0037 -0.0248 0.0205 0.864
H 2.204 -5.990 -0.574 0.0035 -0.0028 -0.0065 0.111
O -0.104 -1.261 -3.627 0.0667 -0.0540 -0.0109 0.076
H 2.177 0.237 -4.390 -0.0017 0.0061 0.0035 0.127
H -0.765 -6.612 4.376 -0.0012 0.0023 -0.0030 0.117
N 2.586 -1.783 2.114 -0.0069 0.0021 -0.0316 -0.178
H 4.004 -4.721 -1.310 -0.0063 0.0135 0.0047 0.115
C 0.110 -0.418 -2.580 -0.1128 -0.1644 0.1516 -0.518
H 0.032 5.704 -5.674 0.0006 -0.0086 -0.0027 0.030
C -3.538 -0.649 -0.421 -0.0282 0.0159 0.0285 -0.116
C 3.132 -4.589 -1.957 0.0181 -0.0225 0.0003 -0.169
H 3.970 -3.308 1.673 -0.0012 0.0026 -0.0160 0.113
N 1.825 -3.214 0.071 -0.0109 0.0737 -0.0388 -0.163
C -2.339 0.664 3.706 0.0715 -0.0387 0.0115 -0.033
```
Positions in Å, forces in eV/Å.

Calculated values
- HOMO level: -10.241 eV
- Charge: +2
- E_tot: -357639.8537 eV

=====

| no. | frontier orbital gap (eV) |
| --- | --- |
| 1 | 6.71 |
| 2 | 4.88 |